No. 1
3 unconnected molecules or ions with the total composition C3H10NO2 at a distorted geometry, computed with ωB97M-V with the def2-TZVPD basis set.

Orbital gap (alpha / beta) = 0.242 / 0.078 Eh
HOMO (alpha / beta) = -17.190 / -17.189 eV
Energy above the lowest of the compared OMol25 structures with the same formula, charge and spin = 75.14 kcal/mol
Net charge = +2
Spin multiplicity = 2

Structure (XYZ):
```
16
Properties=species:S:1:pos:R:3:forces:R:3
C 0.433 -0.233 -1.184 4.2 1.6 -3.0
C -0.803 -0.381 -0.764 -5.1 -4.3 3.7
C 1.100 1.768 -0.222 -0.3 0.8 2.5
N 0.893 1.130 -1.297 -0.4 -1.9 -1.1
H 1.043 -0.997 -1.677 0.0 0.1 0.3
H -1.354 0.367 -0.251 -0.6 1.1 0.0
H -1.293 -1.422 -0.573 0.7 1.6 -1.0
H 1.571 2.752 -0.256 -0.1 -0.1 0.0
H 0.758 1.330 0.785 0.7 0.7 -1.7
H 1.062 1.449 -2.262 0.7 0.3 0.4
H -4.750 -1.905 1.037 0.6 0.0 0.5
H -3.689 -1.705 2.141 0.0 0.6 3.9
O -3.803 -1.869 1.263 -0.4 -0.5 -4.5
H 3.192 0.550 1.426 0.1 0.3 -0.1
H 2.930 -0.888 1.087 -0.6 1.9 -1.1
O 2.710 0.054 0.747 0.6 -2.3 1.2
```
Positions in Å, forces in eV/Å.

Löwdin analysis output, partial charges in e: 0.0904, 0.3323, 0.2191, 0.1063, 0.1936, 0.1299, 0.1954, 0.1661, 0.1774, 0.2273, 0.0717, -0.0224, -0.0309, 0.0820, 0.1390, -0.0771

No. 2
C3H7NO in the gas phase at a distorted geometry, computed with ωB97M-V with the def2-TZVPD basis set.

Orbital gap = 0.346 Eh
HOMO = -8.456 eV
Energy above the lowest of the compared OMol25 structures with the same formula, charge and spin = 55.28 kcal/mol
Net charge = 0
SMILES = C=C(N)OC
Spin multiplicity = 1

Structure (XYZ):
```
12
Properties=species:S:1:pos:R:3:forces:R:3
C 0.885 0.236 1.600 -0.6 0.5 0.5
C 0.085 -0.065 0.566 0.8 0.0 0.1
N -0.032 -1.403 0.109 1.7 -0.4 1.6
O -0.484 0.942 -0.147 -0.3 -0.1 0.2
C -0.613 0.779 -1.554 -0.1 -0.1 -0.2
H 1.286 -0.466 2.336 -0.3 0.0 -0.6
H 0.951 1.270 1.883 0.3 0.3 -0.1
H 0.879 -1.752 0.687 -3.6 -0.4 -1.8
H -0.996 -1.811 0.300 2.0 0.3 0.0
H 0.345 0.553 -2.030 0.0 0.0 0.1
H -1.321 -0.012 -1.801 0.0 0.0 0.0
H -0.985 1.728 -1.951 0.1 -0.2 0.2
```
Positions in Å, forces in eV/Å.

Löwdin analysis output, partial charges in e: 0.0298, -0.5321, 0.0551, -0.1009, -0.0837, 0.0562, 0.0500, 0.1486, 0.1176, 0.0915, 0.0783, 0.0896

Question: What is the spin multiplicity in the second record?
Answer: 1

Question: Which formula does entry 1 have?
Answer: C3H10NO2